Computed, not measured: 3 unconnected molecules or ions with the total composition C12H28BrF2NO8S3, with wB97M-V/def2-TZVPD.

Structure (XYZ):
```
55
Properties=species:S:1:pos:R:3:mulliken_charge:R:1
C 7.0584 -0.0148 -1.9995 -1.30
C 6.4113 -0.0533 -3.3581 0.59
F 5.2181 -0.7806 -3.2815 -0.34
C 6.0769 1.2853 -3.9914 -1.16
N 5.3865 2.2078 -3.0611 0.45
C 4.0200 2.5985 -3.4212 -1.10
C 2.9281 2.5196 -2.3134 0.17
C 1.6817 1.8317 -2.8678 -1.40
Br 3.4952 1.5188 -0.7438 -0.14
S 6.3379 3.4668 -2.6101 1.12
O 6.0090 4.6694 -3.2938 -0.63
O 7.6854 3.0330 -2.5202 -0.56
F 5.8210 3.6594 -1.1583 -0.20
H 6.5815 0.6909 -1.3240 0.20
H 8.1159 0.2275 -2.0810 0.31
H 6.9846 -1.0041 -1.5493 0.42
H 7.0673 -0.5847 -4.0528 0.30
H 6.9756 1.7307 -4.4120 0.60
H 5.4098 1.0728 -4.8237 0.40
H 4.0103 3.6160 -3.8109 0.34
H 3.6831 1.9470 -4.2212 0.37
H 2.6678 3.5250 -1.9982 0.48
H 1.8493 0.7556 -2.8746 0.42
H 0.8052 2.0336 -2.2599 0.28
H 1.5140 2.1332 -3.9027 0.39
C -3.5090 -1.9290 0.1093 -0.93
C -4.1413 -0.6897 -0.4838 -0.40
O -3.6133 0.5345 0.0876 -0.24
S -2.1961 1.0300 -0.4223 1.23
C -2.2971 2.6779 0.1871 -0.93
O -2.2000 1.0470 -1.8544 -0.66
O -1.1625 0.3355 0.2782 -0.61
H -2.4614 -2.0185 -0.1765 0.34
H -4.0365 -2.8166 -0.2389 0.39
H -3.5586 -1.8978 1.1957 0.14
H -4.0276 -0.6540 -1.5678 0.36
H -5.2052 -0.6562 -0.2591 0.29
H -3.1119 3.1891 -0.3174 0.32
H -1.3464 3.1563 -0.0374 0.36
H -2.4580 2.6434 1.2609 0.30
C -5.5875 -5.2136 5.5434 -0.98
C -6.3989 -3.9585 5.2996 -0.34
O -5.6088 -2.7542 5.4382 -0.27
S -4.6627 -2.3573 4.2262 1.26
C -4.3296 -0.7050 4.7263 -0.94
O -5.4391 -2.3478 3.0222 -0.64
O -3.4575 -3.1218 4.2919 -0.62
H -4.8484 -5.3688 4.7589 0.30
H -6.2510 -6.0784 5.5678 0.39
H -5.0577 -5.1482 6.4933 0.26
H -6.8697 -3.9658 4.3158 0.32
H -7.1852 -3.8556 6.0443 0.28
H -5.2583 -0.1417 4.7148 0.31
H -3.6230 -0.2966 4.0065 0.34
H -3.8913 -0.7236 5.7203 0.35
```

Properties
HOMO energy = -9.96 eV
HOMO-LUMO gap = 10.407 eV
SMILES = C[C@@H](F)CN(C[C@@H](C)Br)S(=O)(=O)F.CCOS(C)(=O)=O.CCOS(C)(=O)=O
LUMO = 0.5 eV

---

Computed, not measured: a molecular structure, C13H27Cl4N7O12 in a non-equilibrium geometry, with wB97M-V/def2-TZVPD.

Structure (XYZ):
```
63
Properties=species:S:1:pos:R:3:mulliken_charge:R:1
N -14.3819 24.8872 -11.3632 -0.33
C -13.7129 26.0396 -11.3185 -0.99
C -13.2032 26.6033 -10.1756 -0.58
C -13.4980 25.9711 -8.9035 1.65
C -14.2107 24.7912 -8.8979 -0.05
C -14.6003 24.2607 -10.1685 -0.82
H -13.4921 26.4934 -12.2733 -0.71
H -12.6123 27.5066 -10.1388 0.91
H -13.2333 26.4846 -7.9911 -3.29
H -14.5200 24.2607 -8.0096 -1.10
H -15.1619 23.3465 -10.2916 1.60
C -14.4089 23.4460 -13.1854 -0.97
N -15.2492 22.8047 -12.1084 1.00
O -16.3911 23.2341 -11.9895 -0.54
O -14.7450 21.8042 -11.5285 -0.56
H -13.6331 22.7234 -13.4384 0.30
H -13.9191 24.3967 -12.9745 0.75
H -15.0640 23.6088 -14.0413 0.28
C -13.5025 27.0585 -6.3458 -0.38
N -14.6181 26.0600 -6.1888 1.34
O -15.6019 26.2521 -6.9021 -0.61
O -14.5544 25.1753 -5.3458 -0.69
H -13.7587 28.0012 -5.8624 0.41
H -13.4275 27.1653 -7.4279 0.98
H -12.6591 26.6609 -5.7812 0.60
C -14.9899 29.2298 -9.4829 -1.05
N -14.1011 28.5463 -8.5386 1.44
O -12.9410 28.3764 -8.8470 -0.54
O -14.5833 28.3318 -7.4511 -0.62
H -15.2609 30.1980 -9.0620 0.30
H -15.9092 28.6744 -9.6690 0.33
H -14.5683 29.3989 -10.4738 0.43
C -11.6813 23.3984 -8.3926 -0.79
N -11.9626 24.1206 -7.2019 0.61
O -11.7175 23.6075 -6.0825 -0.70
O -12.4185 25.2577 -7.3261 0.27
H -12.4657 22.6417 -8.4121 0.39
H -10.7241 22.8903 -8.2752 0.49
H -11.6730 23.9098 -9.3551 0.18
C -14.4433 27.3905 -14.6548 -0.81
N -13.1895 27.1550 -13.9149 0.64
O -12.3326 27.9995 -14.0802 -0.60
O -13.1515 26.1533 -13.1941 -0.44
H -14.4147 26.6317 -15.4368 0.29
H -14.5715 28.3863 -15.0791 0.32
H -15.2805 27.2076 -13.9811 0.28
C -15.0852 21.5861 -8.0188 -1.09
N -14.0226 22.6214 -8.0202 0.79
O -13.5853 22.9891 -9.0959 -0.38
O -13.7310 23.1437 -6.9814 -0.62
H -14.9461 20.8864 -8.8429 0.31
H -15.9732 22.1918 -8.1993 0.43
H -15.1738 21.0846 -7.0551 0.30
C -15.9998 24.2239 -6.3744 0.25
Cl -16.7079 22.7325 -5.8620 -0.20
Cl -16.4992 24.5721 -8.0548 -0.13
H -16.3130 25.0714 -5.7646 0.65
H -14.9264 24.0858 -6.2447 -0.21
C -11.4745 27.6225 -8.3509 0.85
Cl -10.1235 27.9628 -7.1947 -0.26
Cl -11.0644 26.2569 -9.3904 -0.19
H -12.3490 27.2845 -7.7950 0.52
H -11.5481 28.5444 -8.9278 0.35
```

Properties
ΔE to the lowest compared entry with this formula, charge and spin = 2378.76 kJ/mol
HOMO energy = -7.56 eV
HOMO-LUMO gap = 6.151 eV
LUMO = -1.4 eV

---

Computed, not measured: a molecular structure, C20H34N9PRuS, with wB97M-V/def2-TZVPD.

Structure (XYZ):
```
66
Properties=species:S:1:pos:R:3:mulliken_charge:R:1
Ru -0.3639 -0.7928 -0.2090 -0.74
C -0.2566 6.2964 1.3518 -1.44
C -0.8956 5.2209 0.4649 -0.05
C 0.0487 4.1046 0.1449 0.77
N -0.1296 2.8090 0.1138 0.43
N 0.9754 2.0358 -0.1690 -0.39
C 2.0205 2.7873 -0.3520 0.26
N 3.2416 2.3036 -0.6260 -0.37
S 1.6862 4.4860 -0.2150 -0.17
H -0.9917 7.0732 1.5517 0.39
H 0.5961 6.7778 0.8699 0.44
H 0.0706 5.8817 2.3050 0.38
H -1.2150 5.6559 -0.4865 0.32
H -1.7854 4.8295 0.9398 0.15
H 3.4141 1.3221 -0.4637 0.12
H 4.0451 2.9081 -0.6277 0.26
N 4.1423 -0.7758 1.0636 -0.60
C 3.2849 -0.6377 1.8304 0.63
N 2.2961 -0.4875 2.7209 -0.75
C 1.1593 -0.3131 2.1945 0.61
N 0.1075 -0.1651 1.6779 -0.40
C -3.3667 2.7800 -0.7819 -0.65
C -2.6618 2.7580 0.3497 -1.32
C -1.3744 1.9840 0.4326 0.50
C -1.3144 0.7934 -0.5450 0.98
C -1.9331 1.0962 -1.8237 -0.88
C -2.9067 2.0307 -1.9434 -0.52
H -4.3042 3.3174 -0.8502 0.60
H -3.0208 3.2476 1.2453 0.81
H -1.1896 1.6316 1.4397 0.27
H -1.6861 0.4710 -2.6755 0.47
H -3.4197 2.1769 -2.8867 0.50
C -3.7645 -1.2203 0.3365 -1.35
P -2.1330 -1.9833 0.4983 1.62
C -1.9956 -2.4642 2.2360 -1.50
C -2.2677 -3.5351 -0.4255 -1.43
H -4.5295 -1.8746 0.7545 0.48
H -3.9885 -1.0416 -0.7152 0.38
H -3.7834 -0.2683 0.8696 0.30
H -1.1448 -3.1347 2.3640 0.34
H -2.9017 -2.9811 2.5530 0.49
H -1.8341 -1.5851 2.8547 0.34
H -3.0873 -4.1409 -0.0357 0.46
H -1.3339 -4.0913 -0.3380 0.31
H -2.4596 -3.3249 -1.4788 0.34
C 1.0425 -1.2291 -2.3851 -1.35
N 1.7312 -2.4513 -2.1422 0.24
C 1.7234 -3.4272 -3.2401 -1.14
C 1.8688 -2.8631 -0.8429 0.26
N 1.0685 -2.3288 0.0632 0.27
N 2.8079 -3.7683 -0.5622 0.17
C 4.0606 -3.8654 -1.3222 -1.21
C 2.8380 -4.3930 0.7573 -1.19
H 1.1054 -0.9769 -3.4418 0.39
H 1.4852 -0.4050 -1.8195 0.47
H -0.0815 -1.2554 -2.2065 0.27
H 0.7041 -3.5705 -3.6072 0.40
H 2.0946 -4.3842 -2.8886 0.39
H 2.3533 -3.0853 -4.0608 0.34
H 1.3774 -2.5616 0.9980 -0.04
H 4.0629 -3.1592 -2.1456 0.40
H 4.2006 -4.8756 -1.7058 0.37
H 4.8862 -3.6131 -0.6572 0.41
H 3.2694 -3.7203 1.5042 0.39
H 3.4596 -5.2825 0.6973 0.37
H 1.8375 -4.7048 1.0551 0.38
```

Properties
ΔE to the lowest compared entry with this formula, charge and spin = 32.53 kJ/mol
total charge = +2
HOMO energy (spin up / spin down) = -13.84 / -13.84 eV
HOMO-LUMO gap (spin up / spin down) = 6.775 / 6.776 eV
LUMO (spin up / spin down) = -7.1 / -7.1 eV

---

Computed, not measured: a molecular structure, C3H4I2 in a non-equilibrium geometry, with wB97M-V/def2-TZVPD.

Structure (XYZ):
```
9
Properties=species:S:1:pos:R:3:mulliken_charge:R:1
C -0.4328 -0.6219 -0.8118 -0.74
C 0.3924 0.2787 -0.1945 0.11
C 1.7459 0.0084 0.3267 -0.44
I 3.2398 1.4712 -0.0554 0.14
I 2.3786 -1.9289 0.0246 0.14
H -1.3552 -0.5063 -1.2182 0.31
H -0.0838 -1.7245 -0.8001 -0.03
H 0.0261 1.2996 0.1317 0.29
H 1.1401 -0.1283 2.0993 0.21
```

Properties
ΔE to the lowest compared entry with this formula, charge and spin = 332.74 kJ/mol
HOMO energy (spin up / spin down) = -8.88 / -8.88 eV
HOMO-LUMO gap (spin up / spin down) = 7.983 / 7.984 eV
LUMO (spin up / spin down) = -0.9 / -0.9 eV

---

Computed, not measured: 2 unconnected molecules or ions with the total composition C2H8NS in a non-equilibrium geometry, with wB97M-V/def2-TZVPD.

Structure (XYZ):
```
12
Properties=species:S:1:pos:R:3:mulliken_charge:R:1
N -1.6450 -3.0150 -0.3795 -0.70
H -1.3603 -2.0362 -0.3420 0.25
H -2.5810 -2.9883 -0.1850 0.20
H -1.3116 -3.2251 0.5383 0.24
C 0.5731 1.6844 -0.5930 -0.99
C 1.2714 1.0559 0.4884 -0.47
S 0.3651 1.1024 2.0623 -0.78
H 1.2332 1.6483 -1.4089 0.34
H 0.2046 2.7365 -0.5069 0.27
H -0.3938 1.1692 -0.8377 0.23
H 2.0576 1.8293 0.8142 0.17
H 1.5868 0.0386 0.3499 0.24
```

Properties
ΔE to the lowest compared entry with this formula, charge and spin = 104.83 kJ/mol
total charge = -1
HOMO energy = -2.07 eV
HOMO-LUMO gap = 6.043 eV
LUMO = 4.0 eV

---

Computed, not measured: a gas-phase ion, C5H10N (charge +1) in a non-equilibrium geometry, with wB97M-V/def2-TZVPD.

Structure (XYZ):
```
16
Properties=species:S:1:pos:R:3:mulliken_charge:R:1
C -1.7732 0.4981 0.2837 0.17
C -2.2001 -0.0409 -0.8143 -0.62
C -0.5960 0.9490 1.1442 -0.41
C 0.6563 0.4347 0.3833 0.12
C 0.8274 0.4217 -1.0972 -1.06
N 1.0575 -0.8734 1.0812 -0.27
H -1.5459 -0.4635 -1.6007 0.12
H -3.3110 0.0243 -1.1647 0.26
H -0.6416 2.0010 1.0253 0.32
H -0.8269 0.6903 2.2360 0.36
H 0.2305 1.2640 -1.4329 0.38
H 0.1607 -0.5207 -1.4734 0.19
H 1.7432 0.3767 -1.5564 0.40
H 1.9123 -1.3028 0.7480 0.35
H 0.2597 -1.5255 0.9945 0.37
H 1.3298 -0.7205 2.0038 0.32
```

Properties
ΔE to the lowest compared entry with this formula, charge and spin = 481.66 kJ/mol
total charge = +1
HOMO energy (spin up / spin down) = -12.46 / -13.29 eV
HOMO-LUMO gap (spin up / spin down) = 7.588 / 9.282 eV
LUMO (spin up / spin down) = -4.9 / -4.0 eV

---

Question: Which formula does entry 1 have?
Answer: C12H28BrF2NO8S3

---

Copy entry 1 word for word.
Computed, not measured: 3 unconnected molecules or ions with the total composition C12H28BrF2NO8S3, with wB97M-V/def2-TZVPD.

Structure (XYZ):
```
55
Properties=species:S:1:pos:R:3:mulliken_charge:R:1
C 7.0584 -0.0148 -1.9995 -1.30
C 6.4113 -0.0533 -3.3581 0.59
F 5.2181 -0.7806 -3.2815 -0.34
C 6.0769 1.2853 -3.9914 -1.16
N 5.3865 2.2078 -3.0611 0.45
C 4.0200 2.5985 -3.4212 -1.10
C 2.9281 2.5196 -2.3134 0.17
C 1.6817 1.8317 -2.8678 -1.40
Br 3.4952 1.5188 -0.7438 -0.14
S 6.3379 3.4668 -2.6101 1.12
O 6.0090 4.6694 -3.2938 -0.63
O 7.6854 3.0330 -2.5202 -0.56
F 5.8210 3.6594 -1.1583 -0.20
H 6.5815 0.6909 -1.3240 0.20
H 8.1159 0.2275 -2.0810 0.31
H 6.9846 -1.0041 -1.5493 0.42
H 7.0673 -0.5847 -4.0528 0.30
H 6.9756 1.7307 -4.4120 0.60
H 5.4098 1.0728 -4.8237 0.40
H 4.0103 3.6160 -3.8109 0.34
H 3.6831 1.9470 -4.2212 0.37
H 2.6678 3.5250 -1.9982 0.48
H 1.8493 0.7556 -2.8746 0.42
H 0.8052 2.0336 -2.2599 0.28
H 1.5140 2.1332 -3.9027 0.39
C -3.5090 -1.9290 0.1093 -0.93
C -4.1413 -0.6897 -0.4838 -0.40
O -3.6133 0.5345 0.0876 -0.24
S -2.1961 1.0300 -0.4223 1.23
C -2.2971 2.6779 0.1871 -0.93
O -2.2000 1.0470 -1.8544 -0.66
O -1.1625 0.3355 0.2782 -0.61
H -2.4614 -2.0185 -0.1765 0.34
H -4.0365 -2.8166 -0.2389 0.39
H -3.5586 -1.8978 1.1957 0.14
H -4.0276 -0.6540 -1.5678 0.36
H -5.2052 -0.6562 -0.2591 0.29
H -3.1119 3.1891 -0.3174 0.32
H -1.3464 3.1563 -0.0374 0.36
H -2.4580 2.6434 1.2609 0.30
C -5.5875 -5.2136 5.5434 -0.98
C -6.3989 -3.9585 5.2996 -0.34
O -5.6088 -2.7542 5.4382 -0.27
S -4.6627 -2.3573 4.2262 1.26
C -4.3296 -0.7050 4.7263 -0.94
O -5.4391 -2.3478 3.0222 -0.64
O -3.4575 -3.1218 4.2919 -0.62
H -4.8484 -5.3688 4.7589 0.30
H -6.2510 -6.0784 5.5678 0.39
H -5.0577 -5.1482 6.4933 0.26
H -6.8697 -3.9658 4.3158 0.32
H -7.1852 -3.8556 6.0443 0.28
H -5.2583 -0.1417 4.7148 0.31
H -3.6230 -0.2966 4.0065 0.34
H -3.8913 -0.7236 5.7203 0.35
```

Properties
HOMO energy = -9.96 eV
HOMO-LUMO gap = 10.407 eV
SMILES = C[C@@H](F)CN(C[C@@H](C)Br)S(=O)(=O)F.CCOS(C)(=O)=O.CCOS(C)(=O)=O
LUMO = 0.5 eV